6 unconnected molecules or ions with the total composition C22H42F3N3O8. Source: OMol25; level of theory: ωB97M-V/def2-TZVPD.

```
78
Properties=species:S:1:pos:R:3:forces:R:3
C -2.0824 2.1021 4.1152 0.2 -0.4 -0.3
C -3.0076 3.2121 4.1262 -0.2 0.3 0.1
N -3.7150 4.1150 4.1220 -0.1 0.0 0.0
H -1.1255 2.4391 3.7183 0.1 -0.1 0.1
H -2.4584 1.3172 3.4625 0.0 0.0 -0.1
H -1.9613 1.6666 5.1014 0.1 0.1 0.2
C -0.6384 -0.8409 1.0211 -0.3 -0.4 -0.1
C -1.8553 -0.1880 0.5534 -0.2 0.0 -0.4
N -2.8178 0.3264 0.1886 0.2 -0.1 0.2
H 0.1020 -0.9886 0.2390 0.0 0.6 -0.1
H -0.8647 -1.8587 1.3408 -0.2 0.2 0.4
H -0.2617 -0.2311 1.8336 0.3 -0.2 0.1
C 1.5050 -3.1125 5.0227 0.1 -0.4 -0.5
C 0.3697 -2.3719 4.4984 -0.9 0.7 -0.3
N -0.5259 -1.7648 4.0918 0.8 -0.5 0.4
H 1.1580 -3.9419 5.6348 0.0 0.2 0.3
H 2.1773 -2.4429 5.5503 0.0 0.0 0.2
H 2.0555 -3.5667 4.1952 0.0 0.2 0.0
C -0.0141 -0.8432 -3.0304 0.1 0.1 0.1
O -0.8233 -1.6684 -3.8374 0.5 -0.2 0.2
C -2.0746 -1.9453 -3.2604 -0.3 -0.3 -0.4
C -2.9596 -0.7343 -3.0953 0.0 0.0 0.0
O -3.1646 -0.1567 -4.3675 0.2 -0.3 0.0
C -3.9354 1.0108 -4.3035 0.0 0.3 0.2
C -4.5729 1.2223 -5.6596 -0.1 -0.1 0.1
O -5.4467 2.3306 -5.6338 0.1 0.1 -0.1
C -6.7560 1.9867 -5.2673 -0.3 -0.1 0.2
H 1.0421 -1.0594 -3.2014 -0.1 -0.1 -0.2
H -0.1971 -1.0307 -1.9638 -0.1 0.1 -0.1
H -0.1809 0.2131 -3.2664 -0.1 0.0 0.2
H -1.9693 -2.4715 -2.3006 0.1 0.2 0.1
H -2.5588 -2.6387 -3.9527 0.0 0.0 0.0
H -2.5221 -0.0077 -2.3988 -0.1 0.0 0.0
H -3.9271 -1.0727 -2.6944 0.1 0.1 0.2
H -3.3149 1.8789 -4.0444 0.0 0.0 0.0
H -4.7040 0.9136 -3.5254 -0.1 0.0 -0.1
H -5.1054 0.3017 -5.9293 0.0 0.1 -0.1
H -3.8044 1.4183 -6.4061 0.0 0.0 0.0
H -7.3427 2.9012 -5.2035 0.0 0.0 -0.1
H -6.8121 1.4961 -4.2869 0.1 0.0 0.0
H -7.2102 1.3177 -6.0089 0.0 0.0 0.0
C -1.3382 4.0449 1.1047 0.1 0.6 0.1
O -0.3335 3.0692 0.9217 -0.4 -0.2 0.2
C 0.9271 3.5675 1.2755 0.1 0.0 -0.2
C 1.9805 2.5476 0.9238 0.4 -0.5 -0.3
O 1.8135 1.2555 1.4874 -0.2 0.0 0.0
C 1.9871 1.1318 2.8794 0.4 0.2 0.3
C 3.4649 1.1422 3.2667 0.0 0.2 -0.6
O 3.5773 1.1473 4.6669 -0.3 -0.2 -0.1
C 4.9143 1.2840 5.0725 0.1 0.4 -0.3
H -2.3263 3.6134 0.9787 0.1 -0.3 0.0
H -1.2185 4.8647 0.3806 0.0 -0.1 0.0
H -1.2694 4.5040 2.1029 -0.1 -0.2 0.0
H 0.9517 3.8382 2.3405 0.0 0.1 0.0
H 1.1430 4.4619 0.6719 0.1 0.1 0.2
H 2.9885 2.9220 1.1357 -0.1 0.3 0.1
H 1.9574 2.3604 -0.1507 -0.1 0.1 0.0
H 1.5392 0.1737 3.1490 -0.1 0.1 0.2
H 1.5140 1.9411 3.4511 -0.2 -0.1 -0.1
H 3.9313 2.0472 2.8402 0.0 -0.1 0.2
H 3.9796 0.2877 2.8003 0.0 0.0 0.2
H 5.3084 2.2629 4.7602 0.0 -0.1 0.0
H 5.5384 0.5171 4.6021 0.1 -0.1 0.2
H 4.9406 1.2385 6.1559 0.1 -0.2 0.1
C 3.3774 -5.6202 -2.3778 0.1 0.0 0.1
C 3.0365 -4.2142 -2.8168 0.1 -0.3 -0.6
O 2.7314 -3.3613 -1.7075 -0.1 0.1 0.2
C 3.7492 -2.8520 -1.0381 0.0 0.0 -0.2
O 4.9162 -3.0502 -1.2078 -0.1 0.0 0.1
C 3.1774 -1.8471 -0.0184 -0.3 -0.1 -0.1
F 2.6899 -0.7893 -0.6804 0.0 0.0 0.0
F 2.1668 -2.4024 0.6787 0.2 0.1 0.0
F 4.0963 -1.4300 0.8306 0.2 0.0 0.2
H 4.3365 -5.6487 -1.8613 0.0 0.0 0.0
H 3.4497 -6.2673 -3.2512 0.0 0.0 0.0
H 2.6119 -6.0156 -1.7097 0.0 0.0 -0.1
H 2.1459 -4.1929 -3.4412 -0.1 0.0 0.1
H 3.8454 -3.7642 -3.3937 0.1 0.0 0.1
```
Positions in Å, forces in eV/Å.

Output
LUMO = 0.011 Ha
SMILES = CCOC(=O)C(F)(F)F.COCCOCCOC.COCCOCCOC.CC#N.CC#N.CC#N
E_HOMO = -0.347 Ha
Spin multiplicity = 1
Orbital gap = 9.8 eV
Total energy = -1929.12130 Eh
Largest force on an atom = 1.16 eV/A


6 unconnected molecules or ions with the total composition C42H39BBrF6N2O4P. Source: OMol25; level of theory: ωB97M-V/def2-TZVPD.

```
96
Properties=species:S:1:pos:R:3:forces:R:3
C 1.0634 -1.3927 -2.2938 1.2 -1.0 -1.2
O -0.1110 -2.1623 -1.9438 -0.5 2.1 1.0
B -0.9778 -1.4919 -1.0715 -1.0 -1.1 -0.3
O -2.1821 -2.1559 -0.7385 1.2 0.7 -1.3
C -0.7227 -0.0759 -0.3748 1.2 2.7 1.6
C 0.3811 0.1038 0.5396 -1.3 0.5 -1.0
C 0.6850 1.3898 1.2484 -1.0 -1.5 -1.1
N 1.7982 1.4110 2.0702 -1.8 3.3 -0.3
C 1.9562 2.6424 2.6259 0.7 -0.7 -0.5
P 3.4557 2.8929 3.7564 -0.1 0.2 1.9
O 4.0269 1.3798 4.2311 -0.8 1.3 -2.4
Br 5.0848 3.7245 2.4025 -0.6 -0.6 -0.1
C 1.0363 3.7852 2.4133 -0.5 -0.4 -0.6
F 1.3182 4.9643 3.0574 -0.2 -1.7 -0.8
N -0.0432 3.7720 1.6295 2.5 -1.5 1.1
C -0.2015 2.5359 1.0172 -1.2 -0.8 -1.1
C -1.3524 2.3838 0.0715 1.1 -2.2 0.1
C -1.6039 1.1418 -0.6146 0.5 0.3 1.5
C -2.7927 1.0495 -1.6121 0.9 0.1 -0.8
C -2.2446 1.3229 -3.0893 0.5 0.8 -0.6
C -1.0569 2.3515 -3.1384 -0.2 0.5 0.5
O -1.7989 0.1110 -3.7400 0.4 0.4 0.6
H 0.8607 -0.3262 -2.5602 0.1 -0.8 0.6
H 1.8499 -1.5236 -1.5038 -0.8 0.5 -0.7
H 1.4905 -1.8784 -3.2212 -0.5 0.5 0.9
H -2.4003 -2.8146 -1.4222 0.2 0.1 0.4
H 1.0553 -0.7772 0.7043 -0.6 1.1 0.1
H 4.1606 0.8838 3.3920 0.0 -0.3 0.7
H -2.0255 3.2526 -0.0969 0.7 -0.7 0.2
H -3.2556 0.0247 -1.6110 0.4 1.1 0.1
H -3.5941 1.8139 -1.4379 0.9 -0.7 0.2
H -3.0580 1.7585 -3.7439 0.5 -0.6 0.9
H -1.3293 3.2260 -2.4814 0.4 -0.7 -0.8
H -0.8312 2.7321 -4.1725 -0.5 -0.5 0.9
H -0.0879 1.9342 -2.7371 -1.1 0.2 -0.2
H -0.8579 0.2610 -3.9456 -0.6 -0.3 0.0
F 2.0831 2.3909 -3.4805 0.1 -0.2 -0.1
C 2.3833 3.6154 -3.0066 0.2 0.6 0.3
C 2.8964 4.5667 -3.8691 0.0 -0.1 -0.3
C 3.2033 5.8304 -3.3823 -0.1 -0.1 0.2
C 3.0041 6.1238 -2.0381 0.0 0.1 0.0
C 2.4917 5.1575 -1.1810 0.0 0.0 -0.2
C 2.1731 3.8957 -1.6682 -0.1 -0.2 0.1
H 3.0532 4.3166 -4.9112 0.0 0.0 0.0
H 3.5993 6.5859 -4.0501 0.0 -0.1 0.0
H 3.2496 7.1089 -1.6586 0.0 -0.1 0.0
H 2.3412 5.3868 -0.1325 0.0 0.0 -0.1
H 1.7650 3.1315 -1.0168 0.0 0.0 0.0
F -3.3453 -2.1067 6.2612 0.0 0.0 0.1
C -3.0444 -2.2125 4.9541 0.1 0.0 -0.6
C -3.2583 -3.4147 4.3046 -0.1 -0.2 0.1
C -2.9520 -3.5221 2.9534 0.1 0.3 0.1
C -2.4260 -2.4303 2.2704 0.1 -0.1 -0.2
C -2.2117 -1.2292 2.9380 -0.1 -0.2 0.1
C -2.5277 -1.1170 4.2867 0.0 0.2 0.1
H -3.6610 -4.2566 4.8545 0.0 0.1 0.0
H -3.1226 -4.4570 2.4327 0.0 0.0 0.1
H -2.1828 -2.5161 1.2146 -0.1 0.0 0.5
H -1.7982 -0.3792 2.4071 0.0 0.0 0.0
H -2.3756 -0.1866 4.8203 0.0 -0.1 0.0
F -5.8299 1.3537 -1.7326 -0.1 0.0 -0.1
C -6.6362 1.8592 -0.7803 -0.4 0.2 0.4
C -6.2151 2.9536 -0.0466 0.2 0.1 -0.1
C -7.0493 3.4776 0.9324 -0.1 -0.2 -0.1
C -8.2883 2.8951 1.1726 0.0 0.1 0.1
C -8.6967 1.7928 0.4312 0.2 0.2 0.0
C -7.8684 1.2741 -0.5556 -0.1 -0.2 -0.1
H -5.2427 3.3891 -0.2424 0.0 0.0 0.0
H -6.7334 4.3391 1.5082 0.0 -0.1 0.0
H -8.9365 3.3022 1.9398 0.0 0.0 0.0
H -9.6608 1.3369 0.6218 0.1 0.0 0.0
H -8.1735 0.4211 -1.1490 0.1 0.0 0.0
F 2.5647 -8.6666 0.1349 0.0 -0.1 0.0
C 2.0877 -7.4505 -0.1833 -0.2 0.5 -0.1
C 0.9516 -7.3517 -0.9663 -0.1 -0.2 -0.1
C 0.4562 -6.0949 -1.2908 0.2 0.1 0.2
C 1.1078 -4.9531 -0.8378 0.0 0.2 0.0
C 2.2518 -5.0674 -0.0555 -0.2 -0.2 -0.1
C 2.7424 -6.3233 0.2790 0.2 0.0 0.1
H 0.4623 -8.2522 -1.3167 0.0 0.0 0.0
H -0.4373 -6.0054 -1.8973 0.1 0.0 0.0
H 0.7226 -3.9725 -1.0954 0.1 -0.2 0.0
H 2.7621 -4.1772 0.2942 0.0 -0.1 0.0
H 3.6270 -6.4314 0.8946 0.0 0.0 0.0
F 4.1669 -1.9507 -1.1418 -0.1 0.0 -0.1
C 5.1239 -1.8995 -0.1962 0.5 0.0 0.5
C 5.9979 -2.9623 -0.0588 0.0 -0.2 -0.2
C 6.9882 -2.9067 0.9141 -0.1 0.2 0.1
C 7.0852 -1.7950 1.7436 0.1 0.0 0.1
C 6.1970 -0.7363 1.5975 0.0 -0.2 -0.1
C 5.2129 -0.7852 0.6178 -0.2 0.2 0.0
H 5.9014 -3.8234 -0.7089 0.0 0.1 0.0
H 7.6833 -3.7299 1.0262 -0.1 0.0 0.0
H 7.8552 -1.7550 2.5051 -0.1 0.0 0.0
H 6.2702 0.1287 2.2473 0.0 0.0 -0.1
H 4.5168 0.0349 0.4835 0.0 0.0 0.0
```
Positions in Å, forces in eV/Å.

Output
LUMO = -0.051 Ha
SMILES = COB(O)c1cc2nc(P(O)Br)c(F)nc2cc1C[C@@H](C)O.Fc1ccccc1.Fc1ccccc1.Fc1ccccc1.Fc1ccccc1.Fc1ccccc1
E_HOMO = -0.330 Ha
Spin multiplicity = 1
Orbital gap = 7.6 eV
Total energy = -5573.82011 Eh
Largest force on an atom = 3.79 eV/A